Formula: C34H38Cl4N5O9RbS3
Source: the Open Molecules 2025 dataset
Level of theory: ωB97M-V with the def2-TZVPD basis set

The energy above the lowest of the compared OMol25 structures with the same formula, charge and spin comes out at 154.1 kJ/mol. Its orbital gap is 6.913 eV. The value obtained for the HOMO energy is -4.024 eV. The total energy comes out at -5328.9567 a.u. The total charge is -2. For the maximum force, the calculation gives 1.6 eV Å⁻¹.

Geometry (Å):
Rb  -0.151  -0.727  1.480
Cl  -0.778  -3.890  -1.736
C  -0.553  -2.304  -2.499
Cl  -0.867  -0.911  -1.458
H  -1.232  -2.246  -3.337
H  0.472  -2.244  -2.834
Cl  -3.878  1.300  2.128
C  -2.942  2.708  2.664
Cl  -3.720  3.554  4.036
H  -2.890  3.405  1.839
H  -1.968  2.343  2.963
S  -7.043  -4.124  2.529
C  -5.477  -3.496  1.941
C  -5.027  -3.838  0.672
C  -3.812  -3.316  0.246
N  -3.056  -2.512  0.994
C  -3.489  -2.212  2.225
C  -4.694  -2.678  2.738
C  -8.011  -2.627  2.389
C  -8.622  -2.293  1.189
C  -9.364  -1.121  1.124
N  -9.529  -0.290  2.158
C  -8.932  -0.624  3.305
C  -8.172  -1.776  3.472
H  -5.612  -4.487  0.032
H  -3.433  -3.547  -0.745
H  -2.843  -1.579  2.824
H  -5.006  -2.400  3.739
H  -8.517  -2.934  0.322
H  -9.850  -0.833  0.196
H  -9.064  0.066  4.133
H  -7.713  -2.003  4.426
C  -0.851  3.061  -0.900
C  -2.308  2.941  -1.262
O  -2.684  1.585  -1.160
C  -4.041  1.376  -1.473
C  -4.332  -0.103  -1.415
H  -0.552  4.112  -0.888
H  -0.222  2.520  -1.608
H  -0.684  2.640  0.092
H  -2.486  3.297  -2.285
H  -2.928  3.556  -0.594
H  -4.255  1.773  -2.473
H  -4.674  1.919  -0.761
H  -3.766  -0.637  -2.182
H  -5.401  -0.284  -1.565
H  -4.037  -0.503  -0.444
C  0.694  0.270  4.986
C  -0.407  0.430  3.951
O  -0.288  1.384  3.122
O  -1.336  -0.422  3.938
H  1.111  1.242  5.250
H  1.493  -0.333  4.537
H  0.317  -0.246  5.868
C  6.350  -1.477  -2.983
C  5.375  -1.812  -1.880
C  4.039  -2.077  -2.155
C  3.127  -2.317  -1.130
C  3.550  -2.310  0.187
C  4.894  -2.082  0.481
C  5.791  -1.834  -0.545
S  2.383  -2.462  1.518
O  2.390  -1.131  2.134
O  2.887  -3.513  2.373
O  1.100  -2.761  0.880
H  5.883  -1.569  -3.965
H  7.222  -2.135  -2.954
H  6.710  -0.447  -2.888
H  3.699  -2.060  -3.187
H  2.076  -2.505  -1.329
H  5.217  -2.083  1.518
H  6.835  -1.636  -0.313
O  9.051  3.483  -4.869
S  7.661  3.866  -4.729
O  6.736  3.118  -5.553
O  7.418  5.299  -4.667
C  7.242  3.377  -3.024
N  8.169  3.612  -2.085
C  7.830  3.281  -0.846
C  6.603  2.735  -0.515
C  5.703  2.555  -1.553
N  6.029  2.865  -2.806
C  4.338  1.980  -1.330
C  3.613  1.477  -2.407
C  2.365  0.931  -2.169
N  1.807  0.857  -0.960
C  2.501  1.349  0.062
C  3.754  1.927  -0.072
H  8.580  3.457  -0.079
H  6.372  2.447  0.502
H  4.041  1.525  -3.401
H  1.778  0.523  -2.990
H  2.029  1.287  1.037
H  4.258  2.315  0.806

Löwdin population analysis, charges in e, atoms 1 to 6: atom 1 (Rb): 0.9862, atom 2 (Cl): 0.5622, atom 3 (C): -0.9618, atom 4 (Cl): 0.5632, atom 5 (H): 0.0196, atom 6 (H): 0.0084



Formula: C34H38N5OPtS3
Source: the Open Molecules 2025 dataset
Level of theory: ωB97M-V with the def2-TZVPD basis set

The energy above the lowest of the compared OMol25 structures with the same formula, charge and spin comes out at 0.0 kJ/mol. Its orbital gap is 5.910 eV. The value obtained for the HOMO energy is -16.020 eV. The total energy comes out at -2980.4684 a.u. The total charge is +3. For the maximum force, the calculation gives 0.4 eV Å⁻¹.

Geometry (Å):
Pt  0.580  -0.297  -0.791
C  3.357  3.502  2.867
C  1.941  4.045  3.120
C  1.237  3.162  4.166
C  2.059  5.463  3.678
C  1.140  3.996  1.822
C  0.522  5.139  1.280
C  -0.257  5.083  0.144
C  -0.403  3.855  -0.490
S  -1.432  3.475  -1.840
C  -0.960  1.856  -1.750
N  -0.044  1.606  -0.821
C  0.252  2.718  -0.009
C  0.993  2.783  1.163
C  -1.515  0.728  -2.457
C  -2.502  0.806  -3.438
C  -2.990  -0.364  -3.998
C  -2.502  -1.595  -3.577
C  -1.507  -1.677  -2.603
C  -1.020  -0.515  -2.043
H  3.927  3.527  3.795
H  3.883  4.111  2.130
H  3.344  2.467  2.517
H  1.799  3.186  5.100
H  1.171  2.121  3.843
H  0.228  3.525  4.368
H  2.660  5.441  4.587
H  1.087  5.880  3.944
H  2.553  6.138  2.977
H  0.631  6.091  1.777
H  -0.757  5.967  -0.230
H  1.427  1.891  1.589
H  -2.886  1.767  -3.759
H  -3.757  -0.318  -4.758
H  -2.899  -2.506  -4.006
H  -1.141  -2.653  -2.303
C  1.538  -2.780  -0.603
C  0.821  -3.967  0.017
C  -0.054  -3.630  1.223
N  -1.395  -3.163  0.854
C  -1.822  -1.924  0.744
S  -0.782  -0.520  1.065
N  -3.094  -1.643  0.473
C  -4.149  -2.568  -0.022
O  -4.653  -2.250  -1.056
C  -4.461  -3.733  0.809
C  -5.079  -4.826  0.193
C  -5.452  -5.918  0.954
C  -5.234  -5.912  2.327
C  -4.638  -4.818  2.948
C  -4.247  -3.727  2.194
H  2.112  -3.046  -1.489
H  2.187  -2.289  0.115
H  0.715  -2.100  -1.047
H  1.608  -4.643  0.359
H  0.244  -4.518  -0.728
H  0.416  -2.883  1.862
H  -0.203  -4.527  1.820
H  -2.103  -3.888  0.755
H  -3.291  -0.675  0.253
H  -5.267  -4.799  -0.872
H  -5.928  -6.767  0.484
H  -5.543  -6.761  2.923
H  -4.503  -4.811  4.021
H  -3.823  -2.857  2.681
C  6.115  0.409  -3.765
C  4.714  0.200  -3.324
C  3.664  -0.126  -4.143
C  2.382  -0.319  -3.613
N  2.179  -0.159  -2.294
C  3.208  0.177  -1.477
S  2.824  0.370  0.156
N  4.443  0.328  -1.994
C  1.268  -0.723  -4.510
H  6.193  0.358  -4.847
H  6.763  -0.357  -3.331
H  6.480  1.382  -3.429
H  3.824  -0.244  -5.205
H  5.197  0.563  -1.355
H  1.223  -0.034  -5.355
H  0.309  -0.744  -4.004
H  1.481  -1.711  -4.926

Löwdin population analysis, charges in e, atoms 1 to 6: atom 1 (Pt): 1.0675, atom 2 (C): -0.0336, atom 3 (C): -0.5505, atom 4 (C): -0.0276, atom 5 (C): -0.0507, atom 6 (C): -0.1282



Formula: C34H38N6O6P2Pt
Source: the Open Molecules 2025 dataset
Level of theory: ωB97M-V with the def2-TZVPD basis set

Its spin multiplicity is 3. The energy above the lowest of the compared OMol25 structures with the same formula, charge and spin comes out at 292.5 kJ/mol. Its orbital gap (alpha / beta) is 6.452 / 3.974 eV. The value obtained for the HOMO energy (alpha / beta) is -8.293 / -8.293 eV. The total energy comes out at -2899.9140 a.u. The total charge is 0. For the maximum force, the calculation gives 4.4 eV Å⁻¹.

Geometry (Å):
Pt  0.466  -2.661  0.927
C  -0.762  1.802  2.919
C  -1.575  1.203  2.042
C  -1.569  1.294  0.549
C  -0.350  0.663  -0.183
C  1.046  0.794  0.340
C  1.645  1.797  0.981
C  0.984  3.054  1.393
C  0.370  2.818  2.796
C  2.116  -2.678  2.105
H  -1.223  1.882  3.927
H  -2.347  0.485  2.411
H  -1.637  2.351  0.257
H  -2.458  0.714  0.234
H  -0.552  -0.409  -0.289
H  -0.377  1.040  -1.221
H  1.544  -0.212  0.364
H  2.634  1.620  1.425
H  0.186  3.309  0.689
H  1.748  3.852  1.450
H  1.160  2.622  3.547
H  -0.027  3.767  3.188
H  2.071  -3.056  3.138
H  2.144  -1.551  2.136
H  3.022  -3.082  1.572
P  1.561  -1.129  -2.463
P  -2.176  -0.243  -2.552
N  2.972  -0.024  -2.929
N  2.130  -2.376  -3.564
N  -2.261  1.375  -3.287
N  -3.657  -0.815  -3.339
C  0.435  -0.318  -3.692
C  -0.951  -0.963  -3.721
C  4.174  0.009  -2.218
C  5.080  0.795  -2.925
C  4.434  1.257  -4.107
C  3.146  0.740  -4.082
C  2.420  -3.679  -3.157
C  2.872  -4.397  -4.248
C  2.896  -3.505  -5.366
C  2.458  -2.264  -4.923
C  -2.981  2.441  -2.712
C  -2.803  3.580  -3.488
C  -1.967  3.213  -4.592
C  -1.662  1.862  -4.461
C  -4.414  -0.332  -4.422
C  -5.283  -1.331  -4.842
C  -5.053  -2.479  -4.008
C  -4.062  -2.143  -3.106
H  0.849  -0.336  -4.707
H  0.427  0.742  -3.390
H  -1.381  -0.933  -4.735
H  -0.928  -2.022  -3.425
H  4.243  -0.482  -1.254
H  6.083  1.031  -2.617
H  4.824  1.908  -4.876
H  2.339  0.909  -4.778
H  2.281  -3.933  -2.113
H  3.145  -5.442  -4.246
H  3.189  -3.738  -6.375
H  2.388  -1.328  -5.461
H  -3.564  2.286  -1.818
H  -3.208  4.561  -3.276
H  -1.611  3.860  -5.383
H  -1.070  1.228  -5.103
H  -4.307  0.676  -4.793
H  -5.991  -1.258  -5.653
H  -5.555  -3.432  -4.079
H  -3.598  -2.710  -2.316
O  -1.282  -1.666  4.189
C  -0.264  -1.044  4.532
O  0.830  -0.778  3.985
C  -0.268  -0.551  5.988
C  0.627  0.468  6.362
C  0.659  0.903  7.703
C  -0.194  0.318  8.653
C  -1.067  -0.714  8.256
C  -1.127  -1.147  6.919
N  -1.932  -1.334  9.224
O  -1.892  -0.935  10.405
O  -2.687  -2.251  8.841
N  1.500  1.979  8.156
O  2.261  2.573  7.369
O  1.410  2.268  9.373
H  1.310  0.907  5.641
H  -0.197  0.663  9.684
H  -1.812  -1.938  6.623

Löwdin population analysis, charges in e, atoms 1 to 6: atom 1 (Pt): 0.4786, atom 2 (C): -0.1183, atom 3 (C): -0.1041, atom 4 (C): -0.2015, atom 5 (C): -0.2753, atom 6 (C): -0.1521